# C27H72N10O11

A 7-piece molecular cluster, C27H72N10O11 overall (ωB97M-V/def2-TZVPD, OMol25).

Cartesian coordinates (Å):
1 C 0.05422 -1.11903 -0.33392
2 O -0.33405 -1.63308 0.66651
3 N 1.12846 -0.37968 -0.29249
4 N -0.58780 -1.24213 -1.43661
5 H 1.40477 -0.02538 0.68387
6 H 1.57128 0.13698 -1.07275
7 H -1.33806 -1.95111 -1.40964
8 H -0.21575 -0.79548 -2.35890
9 C 2.62633 -3.20277 1.47257
10 O 3.43034 -4.01404 1.78994
11 N 2.70669 -2.57701 0.31494
12 N 1.65368 -2.73505 2.24091
13 H 3.46299 -2.81999 -0.34934
14 H 2.18236 -1.74762 0.07132
15 H 1.67021 -3.21887 3.14443
16 H 0.77436 -2.40574 1.85129
17 C -1.71083 0.89049 -3.68361
18 O -0.78436 0.22525 -4.06471
19 N -2.16119 0.75680 -2.48485
20 N -2.18784 1.84439 -4.39053
21 H -1.72420 0.03423 -1.90158
22 H -2.76504 1.38705 -2.17178
23 H -1.86433 1.79830 -5.41224
24 H -3.22522 2.22684 -4.31379
25 C -5.59002 -2.10057 0.92017
26 O -4.73658 -1.67307 1.71188
27 C -3.43244 -2.37394 1.78844
28 C -3.52830 -3.88095 2.14470
29 N -2.16611 -4.47655 2.33488
30 C -1.52226 -3.83272 3.47995
31 C -0.34154 -4.71160 3.87152
32 O 0.56804 -3.99651 4.74158
33 C 1.82299 -4.63128 5.00485
34 H -5.66253 -3.14016 0.89139
35 H -5.43068 -1.84246 -0.10281
36 H -6.55981 -1.71814 1.35731
37 H -2.74155 -1.89014 2.41085
38 H -2.95021 -2.24355 0.79539
39 H -3.99630 -4.37432 1.31973
40 H -4.20280 -4.03517 2.97352
41 H -1.74688 -4.48760 1.42587
42 H -2.26402 -3.77723 4.27700
43 H -1.16363 -2.85098 3.22907
44 H 0.13868 -5.08089 2.93818
45 H -0.72511 -5.52725 4.46044
46 H 2.36981 -4.29075 5.87517
47 H 2.39850 -4.65345 4.07301
48 H 1.52905 -5.65900 5.18218
49 C -9.49155 3.86780 -4.96542
50 O -8.88178 4.13861 -3.89856
51 C -8.42129 3.04187 -3.17496
52 C -7.31014 3.44499 -2.24065
53 N -6.82424 2.23125 -1.67781
54 C -5.85429 2.46174 -0.63176
55 C -5.12752 1.14959 -0.36620
56 O -3.79874 1.59271 -0.34734
57 C -3.02283 0.78620 0.54513
58 H -9.76386 4.78345 -5.52764
59 H -10.40143 3.28778 -4.71203
60 H -8.79969 3.29882 -5.63113
61 H -8.00828 2.29804 -3.83833
62 H -9.23389 2.58307 -2.60537
63 H -7.64556 4.15830 -1.53302
64 H -6.58501 3.99175 -2.82567
65 H -6.49356 1.55979 -2.35706
66 H -6.27657 2.82219 0.37711
67 H -5.10905 3.21958 -0.96380
68 H -5.27930 0.31559 -1.10931
69 H -5.60669 0.78595 0.55481
70 H -2.84043 -0.20598 0.08411
71 H -3.66082 0.56442 1.31984
72 H -2.04534 1.28554 0.80219
73 C 1.61386 1.61732 -2.55564
74 O 2.47578 0.92434 -2.03032
75 C 3.75471 0.86549 -2.72061
76 C 4.69549 1.99751 -2.34259
77 N 6.04914 1.60745 -2.89024
78 C 6.99681 2.59857 -2.33489
79 C 8.31750 1.94361 -2.54162
80 O 9.35738 2.89953 -2.13294
81 C 10.67869 2.48863 -2.44039
82 H 1.37502 1.17635 -3.50581
83 H 1.94295 2.65247 -2.50850
84 H 0.66574 1.70506 -1.93426
85 H 3.63709 0.92705 -3.76742
86 H 4.13867 -0.12767 -2.47689
87 H 4.63391 2.18572 -1.18832
88 H 4.37165 2.93599 -2.83800
89 H 6.03387 1.86366 -3.85518
90 H 6.87181 2.85531 -1.27463
91 H 6.96510 3.43543 -2.99710
92 H 8.50259 1.58900 -3.53600
93 H 8.42580 1.01380 -1.95558
94 H 10.91462 2.46020 -3.42163
95 H 10.79872 1.59462 -1.91519
96 H 11.38271 3.16681 -1.99372
97 C 6.60098 0.07596 0.45407
98 O 5.94858 0.34506 1.43382
99 C 4.61156 -0.24338 1.38524
100 C 3.73662 0.40797 2.46462
101 N 2.34027 -0.08156 2.34238
102 C 1.51293 0.55831 3.33678
103 C 0.06970 0.08899 3.41884
104 O -0.57559 0.88629 4.36846
105 C -1.91038 0.50601 4.70347
106 H 6.38756 -0.81207 -0.09983
107 H 7.66458 0.03965 0.71779
108 H 6.39276 0.88586 -0.24985
109 H 4.71219 -1.35899 1.38353
110 H 4.07706 0.01189 0.42066
111 H 3.89719 1.42126 2.46456
112 H 4.10722 0.03767 3.36444
113 H 2.18379 -1.13508 2.29748
114 H 1.47372 1.64837 3.33935
115 H 1.90549 0.40309 4.31804
116 H 0.05246 -0.98143 3.62433
117 H -0.40927 0.21536 2.43723
118 H -2.41209 1.14099 5.37991
119 H -1.86489 -0.53406 5.13367
120 H -2.45350 0.44943 3.77804

## Properties
DFT total energy (hartree): -2446.75109
HOMO-LUMO gap (eV): 8.68
Charge: 0
HOMO energy (eV): -8.5
LUMO energy (eV): 0.20
Structure (SMILES): COCCNCCOC.COCCNCCOC.COCCNCCOC.COCCNCCOC.NC(N)=O.NC(N)=O.NC(N)=O
ΔE to the lowest compared entry with this formula, charge and spin (kJ/mol): 871.76
Maximum force (eV Å⁻¹): 13.54